[1]
{"formula": "C6H15NO2S", "method": "wB97M-V/def2-TZVPD", "de_lowest_kj_mol": 222.46, "homo_energy_ev": -9.35, "lumo_energy_ev": 0.371, "orbital_gap_ev": 9.721, "largest_force_ev_per_a": 6.9, "elements": ["C", "C", "C", "C", "C", "N", "C", "O", "O", "H", "H", "H", "H", "H", "H", "H", "H", "H", "H", "H", "H", "H", "S", "H", "H"], "coordinates": [[-0.745, 2.387, -0.068], [0.271, 1.225, -0.349], [1.705, 1.497, 0.168], [-0.352, -0.028, 0.397], [-1.503, -0.869, -0.397], [-2.752, -0.268, -0.073], [-1.554, -2.441, -0.068], [-2.480, -3.010, 0.461], [-0.426, -3.106, -0.367], [-0.747, 3.145, -0.731], [-0.451, 2.743, 0.768], [-1.709, 2.006, 0.076], [0.326, 0.972, -1.370], [2.133, 2.312, -0.383], [1.713, 1.776, 1.213], [2.307, 0.745, 0.040], [0.474, -0.731, 0.541], [-0.691, 0.213, 1.353], [-1.309, -0.727, -1.439], [-2.803, -0.027, 0.875], [-3.538, -0.766, -0.395], [0.245, -2.524, -0.483], [3.508, -1.963, -0.017], [4.866, -2.011, 0.474], [3.511, -0.551, -0.227]], "lowdin_charge": [-0.02, -0.32, -0.06, -0.09, -0.25, 0.05, -0.44, 0.11, 0.14, 0.05, 0.01, 0.05, 0.11, 0.08, 0.10, -0.06, 0.08, 0.10, 0.13, 0.06, 0.07, 0.02, 0.41, -0.15, -0.19]}

[2]
{"formula": "C38H35F9GeN3OPd", "method": "wB97M-V/def2-TZVPD", "de_lowest_kj_mol": 0.00, "homo_energy_ev": [-1.01, -1.50], "lumo_energy_ev": [4.648, 4.645], "orbital_gap_ev": [5.657, 6.141], "multiplicity": 2, "total_charge": -2, "largest_force_ev_per_a": 0.5, "elements": ["Pd", "C", "N", "C", "C", "C", "C", "C", "C", "C", "N", "C", "C", "C", "C", "C", "C", "N", "C", "C", "H", "H", "H", "H", "H", "H", "H", "H", "H", "H", "H", "H", "H", "H", "H", "H", "H", "H", "H", "H", "C", "C", "C", "C", "C", "C", "Ge", "C", "C", "C", "C", "C", "C", "C", "C", "C", "C", "C", "C", "H", "H", "H", "H", "H", "H", "H", "H", "H", "H", "H", "H", "H", "H", "H", "F", "C", "F", "F", "C", "O", "C", "F", "F", "F", "C", "F", "F", "F"], "coordinates": [[0.030, 0.664, 0.557], [-0.825, -1.258, 2.992], [-0.904, 0.158, 2.673], [-2.302, 0.548, 2.432], [-0.207, 1.052, 3.550], [0.095, 0.698, 4.850], [0.853, 1.528, 5.677], [1.315, 2.721, 5.156], [1.010, 3.103, 3.855], [0.222, 2.307, 3.003], [-0.067, 2.523, 1.684], [0.100, 3.702, 1.024], [0.157, 4.991, 1.596], [0.406, 6.127, 0.840], [0.590, 6.043, -0.528], [0.434, 4.797, -1.136], [0.158, 3.658, -0.404], [-0.156, 2.412, -1.058], [-1.619, 2.280, -1.196], [0.496, 2.188, -2.338], [-1.418, -1.523, 3.883], [0.213, -1.549, 3.144], [-1.219, -1.812, 2.139], [-2.932, 0.242, 3.283], [-2.661, 0.073, 1.516], [-2.353, 1.628, 2.316], [-0.250, -0.259, 5.221], [1.087, 1.227, 6.691], [1.946, 3.369, 5.755], [1.460, 4.005, 3.470], [-0.011, 5.098, 2.657], [0.459, 7.087, 1.342], [0.816, 6.921, -1.122], [0.508, 4.718, -2.213], [-1.989, 2.970, -1.972], [-2.087, 2.530, -0.245], [-1.891, 1.252, -1.443], [0.092, 2.831, -3.137], [0.340, 1.150, -2.630], [1.567, 2.364, -2.237], [5.564, 0.738, -0.361], [4.922, 0.595, -1.581], [3.683, -0.036, -1.653], [3.042, -0.536, -0.518], [3.709, -0.369, 0.699], [4.948, 0.248, 0.785], [1.137, -1.211, -0.520], [1.370, -3.037, 0.252], [0.218, -3.803, 0.455], [0.282, -5.100, 0.945], [1.512, -5.667, 1.257], [2.668, -4.922, 1.069], [2.592, -3.626, 0.570], [0.849, -1.679, -2.437], [-0.424, -1.461, -2.968], [-0.731, -1.811, -4.278], [0.237, -2.386, -5.089], [1.508, -2.620, -4.577], [1.802, -2.276, -3.264], [6.524, 1.238, -0.299], [5.380, 0.982, -2.486], [3.204, -0.121, -2.622], [3.232, -0.704, 1.616], [5.422, 0.371, 1.753], [-0.755, -3.377, 0.226], [-0.633, -5.665, 1.086], [1.568, -6.679, 1.642], [3.636, -5.351, 1.307], [3.509, -3.063, 0.429], [-1.194, -1.016, -2.340], [-1.731, -1.635, -4.656], [0.002, -2.658, -6.113], [2.271, -3.079, -5.198], [2.794, -2.484, -2.874], [-5.329, -0.109, 0.503], [-5.261, -1.267, -0.159], [-5.036, -2.224, 0.763], [-6.508, -1.501, -0.651], [-4.115, -1.249, -1.234], [-3.018, -0.728, -0.749], [-4.637, -0.437, -2.475], [-5.211, 0.719, -2.089], [-3.637, -0.110, -3.298], [-5.562, -1.082, -3.235], [-3.883, -2.735, -1.702], [-3.236, -2.771, -2.882], [-3.130, -3.405, -0.828], [-5.018, -3.467, -1.869]], "lowdin_charge": [0.55, -0.11, -0.28, -0.08, -0.21, -0.06, -0.14, -0.14, -0.05, -0.23, -0.02, -0.23, -0.06, -0.14, -0.14, -0.05, -0.20, -0.27, -0.08, -0.10, 0.08, 0.09, 0.07, 0.08, 0.06, 0.08, 0.09, 0.08, 0.08, 0.08, 0.09, 0.09, 0.08, 0.09, 0.09, 0.08, 0.05, 0.08, 0.06, 0.09, -0.13, -0.12, -0.13, -0.32, -0.15, -0.12, 0.89, -0.31, -0.13, -0.11, -0.13, -0.12, -0.12, -0.32, -0.13, -0.10, -0.12, -0.12, -0.13, 0.08, 0.09, 0.08, 0.09, 0.09, 0.08, 0.09, 0.08, 0.08, 0.08, 0.07, 0.09, 0.08, 0.08, 0.09, 0.15, -0.54, 0.14, 0.12, -0.42, -0.12, -0.53, 0.14, 0.14, 0.12, -0.53, 0.14, 0.15, 0.12]}

[3]
{"formula": "C37H50I2N4NiOP", "method": "wB97M-V/def2-TZVPD", "homo_energy_ev": [-2.81, -3.14], "lumo_energy_ev": [2.207, 2.207], "orbital_gap_ev": [5.017, 5.350], "multiplicity": 3, "total_charge": -1, "largest_force_ev_per_a": 2.5, "elements": ["Ni", "I", "C", "C", "C", "I", "C", "O", "C", "C", "N", "C", "C", "C", "C", "C", "C", "N", "C", "H", "H", "H", "H", "H", "H", "H", "H", "H", "H", "H", "C", "C", "C", "C", "P", "C", "C", "C", "C", "C", "C", "C", "C", "C", "C", "H", "H", "H", "H", "H", "H", "H", "H", "H", "H", "H", "H", "H", "H", "H", "H", "H", "H", "H", "H", "H", "H", "H", "C", "C", "C", "C", "N", "H", "H", "H", "H", "H", "H", "H", "H", "H", "C", "C", "C", "C", "N", "C", "C", "H", "H", "H", "H", "H", "H", "H"], "coordinates": [[0.244, 0.108, 0.012], [5.308, -1.185, 5.939], [3.687, -0.972, 4.578], [2.403, -1.300, 4.970], [1.397, -1.142, 4.054], [-0.607, -1.580, 4.568], [1.564, -0.664, 2.727], [0.554, -0.562, 1.970], [2.912, -0.331, 2.391], [3.245, 0.245, 1.042], [2.355, -0.228, -0.004], [2.885, 0.032, -1.330], [1.803, -0.059, -2.383], [2.167, -0.256, -3.700], [1.134, -0.381, -4.660], [-0.139, -0.119, -4.296], [-0.436, 0.383, -2.939], [0.542, 0.055, -1.972], [3.932, -0.492, 3.304], [2.191, -1.657, 5.967], [4.298, -0.006, 0.805], [3.176, 1.345, 1.085], [2.226, -1.243, 0.096], [3.729, -0.639, -1.569], [3.271, 1.061, -1.346], [3.203, -0.395, -3.971], [1.379, -0.719, -5.661], [-0.960, -0.218, -4.991], [-1.433, 0.112, -2.600], [4.938, -0.224, 3.013], [1.693, 3.905, -1.016], [0.517, 4.052, -0.046], [-0.316, 5.260, -0.464], [1.097, 4.222, 1.357], [-0.424, 2.379, -0.151], [-1.280, 2.570, -1.747], [-0.553, 2.097, -2.955], [-1.173, 2.525, -4.216], [-2.457, 2.955, -4.287], [-3.199, 3.177, -3.116], [-2.575, 3.020, -1.884], [-1.728, 2.362, 1.258], [-0.994, 2.014, 2.563], [-2.566, 3.605, 1.571], [-2.671, 1.196, 0.896], [2.398, 4.731, -0.893], [1.351, 3.907, -2.047], [2.216, 2.970, -0.823], [0.315, 6.148, -0.529], [-1.114, 5.464, 0.241], [-0.763, 5.081, -1.440], [1.927, 4.931, 1.350], [1.474, 3.264, 1.713], [0.353, 4.591, 2.057], [0.515, 2.322, -2.942], [-0.588, 2.394, -5.118], [-2.910, 3.171, -5.246], [-4.217, 3.539, -3.172], [-3.130, 3.324, -1.012], [-0.546, 2.893, 3.023], [-0.212, 1.284, 2.382], [-1.693, 1.588, 3.284], [-1.929, 4.422, 1.899], [-3.248, 3.372, 2.393], [-3.167, 3.951, 0.736], [-1.168, -0.196, 0.746], [-3.442, 1.579, 0.223], [-3.171, 0.859, 1.822], [-4.321, -0.779, -0.199], [-2.847, -1.115, 0.054], [-2.714, -2.014, 1.292], [-2.340, -1.885, -1.169], [-2.018, 0.088, 0.215], [-4.852, -1.686, -0.483], [-4.400, -0.064, -1.014], [-4.803, -0.370, 0.684], [-3.341, -2.902, 1.209], [-2.996, -1.479, 2.198], [-1.680, -2.339, 1.395], [-2.720, -2.905, -1.170], [-1.251, -1.911, -1.166], [-2.673, -1.397, -2.081], [-0.232, -6.950, -0.217], [0.209, -5.520, -0.133], [0.449, -4.906, 1.091], [0.926, -3.606, 1.113], [1.155, -2.897, 0.018], [0.886, -3.461, -1.152], [0.421, -4.757, -1.280], [-0.483, -7.335, 0.769], [0.568, -7.565, -0.634], [-1.098, -7.050, -0.870], [0.275, -5.430, 2.019], [1.147, -3.114, 2.049], [1.054, -2.836, -2.019], [0.236, -5.171, -2.260]], "lowdin_charge": [0.21, 0.74, -0.73, -0.25, -0.60, 0.89, -0.49, -0.22, -0.13, -0.16, -0.10, -0.16, -0.33, -0.10, -0.13, -0.10, -0.27, 0.01, -0.14, 0.08, 0.12, 0.12, 0.08, 0.12, 0.11, 0.08, 0.09, 0.09, 0.10, 0.09, -0.10, -0.66, -0.09, -0.10, 1.19, -0.31, -0.23, -0.08, -0.12, -0.11, -0.13, -0.57, -0.10, -0.09, -0.23, 0.08, 0.07, 0.06, 0.08, 0.06, 0.07, 0.08, 0.07, 0.06, 0.11, 0.10, 0.09, 0.08, 0.07, 0.06, 0.04, 0.07, 0.06, 0.09, 0.06, 0.04, 0.10, 0.12, -0.05, -0.59, -0.05, -0.04, -0.02, 0.08, 0.08, 0.08, 0.08, 0.06, 0.05, 0.08, 0.05, 0.07, -0.05, -0.28, -0.02, -0.12, 0.07, -0.13, -0.03, 0.07, 0.08, 0.08, 0.11, 0.09, 0.11, 0.11]}